[1]
{
  "formula": "C18H28N2O5S",
  "method": "the ωB97M-V functional and the def2-TZVPD basis",
  "elements": ["C", "C", "O", "C", "C", "C", "C", "C", "N", "C", "O", "C", "C", "C", "N", "S", "O", "O", "C", "C", "C", "C", "C", "C", "O", "C", "H", "H", "H", "H", "H", "H", "H", "H", "H", "H", "H", "H", "H", "H", "H", "H", "H", "H", "H", "H", "H", "H", "H", "H", "H", "H", "H", "H"],
  "positions_angstrom": [[-1.9390, 3.7326, -2.9356], [-0.8049, 4.7326, -2.7384], [-0.6768, 5.1558, -1.3922], [-0.4026, 4.2644, -0.3959], [-0.8778, 4.6321, 0.8588], [-0.6662, 3.8534, 1.9794], [0.0455, 2.6706, 1.8713], [0.2612, 1.7804, 3.0662], [0.2255, 0.3847, 2.6871], [1.1123, -0.5251, 3.1309], [1.9420, -0.2841, 3.9837], [1.0418, -1.8828, 2.4263], [1.6982, -1.7166, 1.0486], [1.5991, -3.0029, 0.2297], [0.2389, -3.4960, 0.1504], [-0.7444, -2.6587, -0.9288], [-2.1063, -2.7986, -0.5075], [-0.2622, -1.3193, -1.1646], [-0.4945, -3.6232, -2.4448], [-0.9651, -5.0362, -2.1947], [-0.3470, -3.7299, 1.4564], [-0.3745, -2.4463, 2.2849], [0.5494, 2.3054, 0.6292], [0.3446, 3.0747, -0.5078], [0.8465, 2.7330, -1.7346], [1.4595, 1.4735, -1.8957], [-2.8650, 4.1320, -2.5276], [-1.7129, 2.7948, -2.4345], [-2.0736, 3.5380, -3.9961], [-1.0235, 5.6599, -3.2765], [0.1364, 4.3188, -3.1105], [-1.4339, 5.5538, 0.9249], [-1.0621, 4.1648, 2.9339], [-0.5054, 1.9865, 3.8230], [1.2409, 1.9574, 3.5248], [-0.4240, 0.1439, 1.9553], [1.6421, -2.5790, 3.0225], [1.1870, -0.9316, 0.4910], [2.7459, -1.4358, 1.1698], [2.2115, -3.7936, 0.6746], [1.9439, -2.8211, -0.7896], [0.5631, -3.5627, -2.6817], [-1.0733, -3.1220, -3.2162], [-0.3613, -5.4950, -1.4161], [-1.9995, -5.0142, -1.8613], [-0.8965, -5.6371, -3.0989], [0.2423, -4.5067, 1.9527], [-1.3601, -4.0953, 1.2896], [-0.7994, -2.6448, 3.2699], [-1.0297, -1.7487, 1.7592], [1.1303, 1.4006, 0.5546], [1.7103, 1.4132, -2.9542], [0.7835, 0.6521, -1.6380], [2.3799, 1.3983, -1.3074]],
  "forces_ev_per_angstrom": [[0.28, 0.28, 0.21], [-0.19, -0.18, -0.62], [0.26, -0.01, 0.30], [-0.04, -0.02, 0.16], [0.10, -0.06, -0.25], [0.11, -0.15, 0.00], [-0.12, 0.04, -0.04], [0.15, 0.09, 0.27], [-0.39, 0.31, -0.17], [-0.05, -0.65, -0.08], [0.31, 0.07, 0.25], [0.05, 0.23, -0.02], [0.08, -0.23, 0.01], [0.49, 0.46, -0.16], [-0.67, 0.34, -0.69], [0.38, -0.21, -0.68], [-0.15, -0.34, 0.17], [0.16, -0.23, -0.06], [-0.14, 0.24, 0.80], [-0.07, -0.15, -0.04], [-0.61, 0.09, 0.38], [0.20, -0.22, 0.02], [0.02, 0.01, -0.06], [-0.02, 0.09, -0.13], [-0.22, 0.45, 0.22], [0.07, -0.24, -0.02], [-0.11, 0.02, 0.00], [-0.01, -0.12, 0.02], [-0.03, -0.05, -0.12], [0.05, -0.14, 0.04], [-0.16, 0.16, 0.04], [-0.08, 0.10, -0.03], [-0.08, 0.02, 0.12], [0.14, 0.05, -0.05], [-0.17, -0.02, -0.01], [0.08, -0.10, 0.04], [-0.05, 0.14, 0.03], [0.11, 0.03, 0.07], [0.02, 0.03, 0.01], [-0.03, 0.00, -0.10], [0.23, -0.06, 0.06], [0.14, 0.07, -0.06], [-0.02, 0.18, 0.00], [0.01, -0.11, 0.00], [-0.09, -0.12, -0.03], [0.01, -0.01, -0.05], [-0.02, 0.00, -0.07], [0.09, -0.11, 0.22], [-0.07, 0.05, 0.00], [-0.08, 0.03, 0.10], [0.04, -0.12, -0.06], [0.02, -0.05, 0.07], [0.07, 0.12, 0.01], [-0.02, -0.01, 0.00]],
  "total_energy_ha": -1586.5844,
  "homo_ev": -7.949,
  "homo_lumo_gap_ev": 8.39,
  "max_force_ev_per_a": 1.03
}



[2]
{
  "formula": "C31H36BF5N5O2PbSSi",
  "method": "the ωB97M-V functional and the def2-TZVPD basis",
  "elements": ["Pb", "C", "Si", "C", "C", "N", "C", "C", "C", "C", "C", "C", "F", "H", "H", "H", "H", "H", "H", "H", "H", "H", "H", "H", "H", "H", "C", "C", "C", "C", "C", "C", "C", "S", "O", "O", "N", "C", "C", "C", "C", "C", "C", "C", "C", "N", "C", "H", "H", "H", "H", "H", "H", "H", "H", "H", "H", "H", "H", "H", "F", "B", "F", "F", "F", "N", "C", "N", "C", "C", "C", "C", "C", "H", "H", "H", "H", "H", "H", "H", "H", "H", "H"],
  "positions_angstrom": [[0.2201, -0.6637, -0.4927], [2.1358, 0.0444, 2.6768], [0.3350, 0.5177, 2.8388], [0.0042, 0.3741, 4.6966], [0.1827, 2.3751, 2.5512], [-0.6497, -0.3706, 1.7062], [-1.8489, -1.0124, 1.9894], [-2.3703, -1.2461, 3.2825], [-3.5763, -1.8871, 3.5257], [-4.3587, -2.3716, 2.4910], [-3.8882, -2.1929, 1.1990], [-2.7000, -1.5314, 0.9911], [-2.3473, -1.3727, -0.3101], [2.6788, 0.5231, 3.4993], [2.6063, 0.3724, 1.7489], [2.2795, -1.0362, 2.7527], [0.7735, 1.0024, 5.1596], [0.1287, -0.6360, 5.0932], [-0.9667, 0.7617, 5.0121], [0.6141, 2.9124, 3.4026], [-0.8694, 2.6672, 2.4661], [0.7011, 2.7125, 1.6528], [-1.7999, -0.9365, 4.1369], [-3.8868, -2.0238, 4.5554], [-5.2846, -2.8993, 2.6776], [-4.4109, -2.5726, 0.3298], [4.6640, -4.1979, -5.5852], [4.3117, -3.5940, -4.2525], [5.2881, -2.9638, -3.4821], [4.9840, -2.4420, -2.2358], [3.6840, -2.5404, -1.7575], [2.6972, -3.1643, -2.5026], [3.0205, -3.6891, -3.7452], [3.2606, -1.8161, -0.1983], [2.0662, -2.5040, 0.2692], [4.4456, -1.8567, 0.6237], [2.7299, -0.3554, -0.5314], [3.4688, 0.7989, -0.4996], [4.8379, 0.9366, -0.3609], [5.4460, 2.2078, -0.3615], [4.7240, 3.3585, -0.4972], [3.3180, 3.2694, -0.6378], [2.4925, 4.4068, -0.7851], [1.1439, 4.2572, -0.9231], [0.6070, 2.9540, -0.8988], [1.3395, 1.8780, -0.7585], [2.6905, 2.0062, -0.6366], [5.4197, -3.6044, -6.1023], [3.7877, -4.2728, -6.2293], [5.0665, -5.2065, -5.4607], [6.3018, -2.8910, -3.8620], [5.7499, -1.9760, -1.6281], [1.6994, -3.2875, -2.1020], [2.2484, -4.1955, -4.3136], [5.4502, 0.0582, -0.2232], [6.5234, 2.2571, -0.2501], [5.1998, 4.3316, -0.4997], [2.9511, 5.3895, -0.7880], [0.4845, 5.1065, -1.0386], [-0.4611, 2.7972, -0.9943], [-0.5863, -3.1161, -1.2277], [-0.8007, -4.5524, -1.3235], [0.4225, -5.1668, -1.6349], [-1.2958, -5.0018, -0.0989], [-1.7289, -4.7713, -2.3553], [-2.1935, 1.1573, -1.4297], [-2.9243, 1.6847, -0.7008], [-3.7407, 2.3175, 0.1349], [-4.4505, 1.4942, 1.1319], [-5.8073, 1.0588, 0.6001], [-6.6137, 2.2681, 0.1271], [-5.8337, 3.0800, -0.9067], [-4.4728, 3.4859, -0.3531], [-4.5666, 2.1067, 2.0308], [-3.8143, 0.6515, 1.3923], [-6.3428, 0.5148, 1.3806], [-5.6556, 0.3612, -0.2299], [-6.8428, 2.9066, 0.9889], [-7.5719, 1.9503, -0.2888], [-6.3908, 3.9712, -1.2057], [-5.6801, 2.4766, -1.8072], [-4.5923, 4.1697, 0.4926], [-3.8602, 3.9870, -1.1011]],
  "forces_ev_per_angstrom": [[-0.07, -0.25, -0.06], [0.05, 0.08, 0.00], [-0.06, -0.03, -0.08], [0.04, -0.01, 0.03], [-0.05, 0.06, -0.01], [-0.05, -0.08, 0.12], [-0.02, -0.11, -0.01], [0.01, 0.03, -0.02], [0.02, 0.04, 0.04], [-0.01, -0.01, -0.04], [-0.01, 0.02, 0.06], [0.03, -0.02, -0.03], [0.09, 0.08, -0.04], [0.01, -0.04, -0.02], [-0.10, -0.02, 0.15], [-0.01, 0.04, 0.00], [-0.04, -0.04, 0.01], [-0.03, 0.01, -0.03], [0.01, 0.00, -0.02], [-0.02, -0.01, -0.03], [0.03, 0.01, 0.00], [-0.03, -0.04, 0.03], [0.09, 0.06, 0.05], [-0.01, 0.00, -0.02], [0.01, 0.01, 0.00], [0.01, 0.02, 0.02], [0.00, -0.01, -0.03], [0.02, 0.01, 0.02], [-0.01, -0.02, -0.03], [0.02, 0.02, 0.02], [0.03, 0.03, 0.02], [-0.02, -0.07, -0.01], [-0.03, -0.01, 0.00], [0.05, -0.04, 0.06], [0.02, 0.01, -0.06], [-0.03, 0.01, 0.02], [0.09, 0.11, 0.11], [-0.12, 0.00, -0.24], [0.03, 0.04, 0.01], [0.00, -0.06, 0.00], [-0.02, 0.00, -0.01], [0.06, 0.05, 0.00], [0.00, -0.01, 0.00], [0.01, -0.07, 0.00], [0.01, 0.08, -0.07], [-0.01, 0.02, 0.05], [-0.04, -0.07, 0.00], [-0.01, 0.00, 0.01], [0.00, 0.01, 0.02], [-0.01, 0.01, 0.01], [-0.01, 0.00, 0.01], [-0.04, -0.01, -0.01], [-0.02, -0.01, 0.01], [0.02, 0.01, 0.01], [-0.03, 0.00, -0.01], [-0.02, 0.02, 0.00], [-0.01, -0.01, 0.00], [-0.01, 0.00, 0.00], [0.00, 0.01, 0.00], [0.01, 0.00, 0.00], [0.21, -0.18, -0.07], [-0.17, 0.02, -0.03], [-0.11, 0.13, 0.01], [0.05, 0.05, -0.13], [0.12, 0.03, 0.14], [-0.09, 0.27, 0.15], [0.02, 0.03, -0.25], [0.20, -0.20, 0.22], [0.03, 0.14, 0.00], [-0.01, -0.04, 0.00], [-0.03, 0.01, 0.02], [-0.01, 0.00, -0.04], [-0.02, -0.05, -0.05], [-0.03, 0.05, -0.02], [-0.04, -0.04, 0.01], [0.02, -0.01, -0.01], [0.01, 0.00, 0.01], [0.01, 0.00, -0.01], [0.02, -0.01, -0.01], [0.00, 0.00, 0.02], [0.00, 0.01, 0.01], [-0.02, -0.02, 0.01], [-0.01, 0.00, -0.02]],
  "total_energy_ha": -3032.2778,
  "homo_ev": -4.988,
  "charge": -1,
  "homo_lumo_gap_ev": 7.17,
  "max_force_ev_per_a": 0.35
}



Q: What is the formula in the second record?
A: C31H36BF5N5O2PbSSi